ORCA calculation (ωB97M-V/def2-TZVPD) on a cluster of 10 separate species, C18H29Cl18N2O3 in total in a non-equilibrium geometry.

Geometry as XYZ:
```
70
Properties=species:S:1:pos:R:3:mulliken_charge:R:1
N -1.71 -2.33 -4.85 -0.426
O -1.55 -1.16 -4.05 -0.225
C -1.81 -1.36 -2.76 -0.509
O -2.59 -2.15 -2.34 -0.460
C -1.02 -0.53 -1.80 1.048
C 0.24 -0.98 -1.43 -0.913
C 0.96 -0.24 -0.51 -0.357
N 0.45 0.88 0.01 0.724
C 1.24 1.63 1.00 -1.639
C 0.69 1.25 2.42 0.388
C 1.20 -0.05 2.95 -0.722
O -0.19 0.20 2.45 -0.463
C -0.77 1.34 -0.35 -0.344
C -1.53 0.64 -1.26 -0.588
H -1.28 -3.11 -4.37 0.282
H -2.71 -2.47 -4.99 0.196
H 0.64 -1.90 -1.83 0.731
H 1.94 -0.57 -0.22 0.768
H 2.27 1.32 1.01 0.467
H 1.09 2.69 0.91 0.464
H 0.57 2.05 3.13 0.552
H 1.68 -0.73 2.27 0.137
H 0.87 -0.41 3.91 0.414
H -1.08 2.25 0.13 0.529
H -2.51 1.00 -1.53 0.612
C -5.47 -2.05 -6.73 -0.141
Cl -5.15 -2.85 -5.17 -0.129
Cl -5.29 -3.17 -8.07 -0.138
H -6.49 -1.67 -6.71 0.333
H -4.76 -1.24 -6.85 0.104
C -4.19 -6.49 -5.19 -0.103
Cl -3.11 -5.96 -6.48 -0.151
Cl -4.58 -8.21 -5.32 -0.158
H -3.71 -6.32 -4.24 0.228
H -5.11 -5.92 -5.26 0.182
C 3.42 3.13 4.01 -0.107
Cl 3.53 1.85 5.22 -0.174
Cl 4.35 2.74 2.56 -0.134
H 2.38 3.25 3.74 0.018
H 3.81 4.04 4.44 0.397
C 1.71 1.98 8.27 0.095
Cl 1.80 1.02 9.74 -0.158
Cl 1.92 3.71 8.58 -0.137
H 2.49 1.67 7.59 -0.056
H 0.73 1.83 7.82 0.280
C 3.21 2.51 -2.03 -0.232
Cl 3.83 0.93 -1.54 -0.114
Cl 3.21 3.67 -0.69 -0.132
H 3.83 2.90 -2.82 0.405
H 2.19 2.39 -2.38 0.145
C 3.94 5.34 11.67 -0.056
Cl 3.63 6.74 10.63 -0.153
Cl 5.67 5.01 11.83 -0.151
H 3.53 5.54 12.65 0.267
H 3.46 4.47 11.23 0.089
C 5.25 -1.79 -3.97 -0.376
Cl 3.61 -1.61 -3.33 -0.060
Cl 5.84 -0.29 -4.68 -0.136
H 5.91 -2.08 -3.16 0.275
H 5.23 -2.56 -4.74 0.323
C -2.07 -3.42 1.09 -0.292
Cl -0.69 -4.34 0.45 -0.168
Cl -1.53 -1.88 1.78 0.039
H -2.75 -3.22 0.27 0.176
H -2.55 -4.01 1.86 0.376
C -5.24 1.54 -4.88 -0.420
Cl -3.77 0.55 -4.82 -0.050
Cl -6.47 0.95 -3.76 -0.141
H -4.99 2.56 -4.61 0.351
H -5.64 1.51 -5.88 0.318
```

LUMO	-4.05	eV
DFT total energy	-253653.143	eV
highest occupied orbital energy	-12.0	eV
charge	+1

=====

ORCA calculation (ωB97M-V/def2-TZVPD) on a structure of composition C14H22IN4O3Ru in a non-equilibrium geometry.

Geometry as XYZ:
```
45
Properties=species:S:1:pos:R:3:mulliken_charge:R:1
C 0.58 2.92 -3.67 -0.760
I 0.14 0.79 -3.28 0.354
H 1.63 2.95 -4.01 0.255
H 0.43 3.55 -2.79 0.286
H -0.06 3.24 -4.50 0.140
C -2.66 -2.80 -1.17 -0.606
C -1.58 -3.27 -1.81 -0.621
N -0.66 -2.25 -1.88 0.081
C -1.21 -1.08 -1.43 -0.213
N -2.42 -1.47 -0.90 0.822
H -3.56 -3.30 -0.85 0.382
H -1.39 -4.27 -2.17 0.585
C 2.00 2.13 2.67 -0.701
C 1.07 1.48 0.71 -0.804
N 0.82 1.79 2.02 2.313
H 4.06 2.18 1.89 0.472
N 2.42 1.59 0.58 0.307
H 2.02 2.42 3.71 0.536
Ru -0.06 0.48 -0.66 0.279
C -1.13 1.98 -0.72 -0.166
O -1.73 2.99 -0.71 -0.385
C 2.99 2.02 1.77 -1.233
C 3.16 1.36 -0.66 -0.752
H 4.21 1.20 -0.39 0.397
H 3.06 2.22 -1.34 0.217
H 2.76 0.46 -1.17 0.131
C -0.45 1.83 2.72 -2.457
H -0.51 2.78 3.27 0.782
H -0.53 1.01 3.45 0.310
H -1.28 1.78 2.01 0.089
C -3.37 -0.65 -0.15 -1.570
H -4.24 -0.44 -0.79 0.274
H -2.89 0.29 0.16 0.312
H -3.70 -1.22 0.74 0.499
C 0.72 -2.42 -2.35 -0.940
H 1.42 -1.96 -1.63 0.152
H 0.84 -1.99 -3.35 0.339
H 0.92 -3.50 -2.37 0.426
C -0.30 -2.28 2.66 -3.130
O -0.47 -1.17 1.74 1.225
C 0.49 -0.94 0.81 -0.589
O 1.52 -1.59 0.74 -0.396
H 0.32 -1.94 3.49 0.492
H 0.16 -3.14 2.16 0.197
H -1.30 -2.53 3.00 0.666
```

LUMO (spin up / spin down)	4.34 / 3.64	eV
spin multiplicity	6
DFT total energy	-37652.437	eV
<S²>	8.766
highest occupied orbital energy (spin up / spin down)	2.3 / -3.2	eV
charge	-2

=====

ORCA calculation (ωB97M-V/def2-TZVPD) on the molecule C3H5NO2S in a non-equilibrium geometry.

Geometry as XYZ:
```
12
Properties=species:S:1:pos:R:3:mulliken_charge:R:1
C -1.26 -0.64 -0.11 0.005
C -1.39 0.81 -0.12 -0.574
C 1.25 -0.19 0.05 0.489
N -0.33 -1.43 0.01 -0.602
O 1.92 -0.44 1.17 -0.503
O 2.06 -0.37 -0.99 -0.490
S 0.35 1.42 0.08 -0.173
H -2.24 -1.03 -0.19 0.406
H -1.82 1.39 -0.88 0.380
H -1.76 1.06 0.79 0.283
H 1.66 0.02 1.98 0.392
H 1.54 -0.60 -1.81 0.386
```

LUMO	0.59	eV
ΔE to the lowest compared entry with this formula, charge and spin	63.3	kcal per mole
DFT total energy	-19609.767	eV
highest occupied orbital energy	-8.8	eV
charge	0

=====

ORCA calculation (ωB97M-V/def2-TZVPD) on a cluster of 2 separate species, H3N2OP in total in a non-equilibrium geometry.

Geometry as XYZ:
```
7
Properties=species:S:1:pos:R:3:mulliken_charge:R:1
N 0.62 0.67 -0.12 -0.263
N -1.15 -0.92 -0.03 -0.501
O 3.02 0.01 0.24 -0.543
P 1.49 -0.59 -0.16 0.472
H -1.22 -0.85 0.99 0.263
H -2.02 -0.61 -0.52 0.220
H 3.46 0.91 0.42 0.351
```

LUMO	-2.00	eV
ΔE to the lowest compared entry with this formula, charge and spin	91.0	kcal per mole
DFT total energy	-14360.625	eV
highest occupied orbital energy	-9.8	eV
charge	0

=====

ORCA calculation (ωB97M-V/def2-TZVPD) on a cluster of 3 separate species, C3H13N2O3 in total in a non-equilibrium geometry.

Geometry as XYZ:
```
21
Properties=species:S:1:pos:R:3:mulliken_charge:R:1
N 0.93 -0.47 -0.45 -0.162
C -0.19 0.06 0.42 -0.797
C -1.09 -1.10 0.69 0.889
N -2.15 -1.11 1.42 -0.150
C -2.69 -0.01 2.15 -0.856
O -0.69 -2.19 0.15 -0.740
H 0.57 -1.45 -0.91 0.479
H 1.65 -0.66 0.15 0.305
H 1.35 0.26 -1.06 -0.010
H 0.30 0.43 1.33 0.361
H -0.71 0.93 -0.10 0.339
H -2.76 -1.89 1.45 0.270
H -2.09 0.85 1.99 0.329
H -2.53 -0.19 3.17 0.347
H -3.82 0.12 1.90 0.280
H 3.49 1.60 -0.63 0.343
H 2.90 3.02 -1.17 0.318
O 2.68 2.06 -1.04 -0.646
H 1.38 -0.36 -3.84 0.346
H 1.67 0.53 -2.65 0.379
O 1.81 -0.43 -2.97 -0.621
```

LUMO	-3.17	eV
ΔE to the lowest compared entry with this formula, charge and spin	46.8	kcal per mole
DFT total energy	-12437.641	eV
highest occupied orbital energy	-13.9	eV
charge	+1

=====

ORCA calculation (ωB97M-V/def2-TZVPD) on the molecule C5H5N in a non-equilibrium geometry.

Geometry as XYZ:
```
11
Properties=species:S:1:pos:R:3:mulliken_charge:R:1
C 0.42 1.03 0.63 -0.532
C 0.54 -0.50 0.75 -0.517
C -0.90 -0.21 0.60 0.034
N -0.84 -0.23 -0.90 -0.549
C 0.60 -0.64 -0.79 -0.345
C 0.24 0.79 -0.91 -0.008
H -0.73 1.21 1.07 0.183
H 1.03 -1.03 1.57 0.464
H -1.75 -0.57 1.18 0.456
H 1.06 -1.35 -1.47 0.407
H 0.33 1.49 -1.74 0.407
```

LUMO	1.09	eV
ΔE to the lowest compared entry with this formula, charge and spin	163.7	kcal per mole
DFT total energy	-6748.808	eV
highest occupied orbital energy	-8.4	eV
SMILES	[C@@H]12[C@H]3[C@@H]1N1[C@H]3[C@H]21
charge	0

=====

ORCA calculation (ωB97M-V/def2-TZVPD) on a cluster of 2 separate species, C10H15NO2 in total in a non-equilibrium geometry.

Geometry as XYZ:
```
28
Properties=species:S:1:pos:R:3:mulliken_charge:R:1
C 0.36 0.04 -2.82 -1.501
C 0.02 -0.81 -1.62 0.454
C 0.96 -1.40 -0.78 -0.568
C 0.56 -2.45 0.03 -0.416
C -0.77 -2.83 0.04 0.643
O -1.20 -4.02 0.57 -0.536
C -1.75 -2.00 -0.48 -0.576
C -1.34 -1.01 -1.37 -0.340
H 1.40 0.40 -2.80 0.382
H -0.13 1.00 -2.88 0.317
H 0.24 -0.50 -3.75 0.342
H 1.94 -0.96 -0.71 0.386
H 1.27 -2.89 0.73 0.291
H -0.52 -4.42 1.13 0.304
H -2.79 -2.14 -0.23 0.450
H -2.10 -0.43 -1.87 0.371
C 1.42 1.10 1.93 -1.090
C 0.08 1.76 1.60 0.091
C 0.32 3.18 1.11 0.365
N -0.25 3.46 -0.11 -0.397
O 0.97 4.00 1.71 -0.609
H 1.22 0.03 1.93 0.248
H 1.79 1.47 2.89 0.339
H 2.12 1.36 1.15 0.312
H -0.47 1.23 0.83 0.006
H -0.62 1.75 2.43 0.286
H -0.05 4.37 -0.49 0.241
H -0.44 2.70 -0.76 0.206
```

LUMO	0.66	eV
ΔE to the lowest compared entry with this formula, charge and spin	13.7	kcal per mole
DFT total energy	-16198.500	eV
highest occupied orbital energy	-8.6	eV
SMILES	Cc1ccc(O)cc1.CCC(N)=O
charge	0

=====

ORCA calculation (ωB97M-V/def2-TZVPD) on the molecule C6H11NO2 in a non-equilibrium geometry.

Geometry as XYZ:
```
20
Properties=species:S:1:pos:R:3:mulliken_charge:R:1
C 0.76 -1.59 -1.60 -0.778
C 0.30 -0.37 -1.29 -0.820
C -0.55 0.04 -0.04 1.990
C -1.15 -1.19 0.68 -2.167
N -1.65 0.86 -0.55 -0.756
C 0.34 0.85 0.96 -0.426
O 0.02 2.25 0.91 -0.640
C 1.82 0.65 0.62 0.227
O 2.56 1.60 0.36 -0.573
H 0.71 -2.43 -0.92 0.237
H 1.22 -1.77 -2.57 0.283
H 0.41 0.42 -2.03 0.332
H -1.70 -1.83 -0.02 0.451
H -0.38 -1.78 1.17 0.459
H -1.86 -0.87 1.45 0.535
H -2.56 0.52 -0.27 0.244
H -1.52 1.81 -0.18 0.287
H 0.19 0.52 2.00 0.351
H 0.84 2.69 0.58 0.357
H 2.21 -0.37 0.74 0.408
```

LUMO	0.72	eV
ΔE to the lowest compared entry with this formula, charge and spin	50.8	kcal per mole
DFT total energy	-11984.066	eV
highest occupied orbital energy	-9.4	eV
SMILES	C=C[C@](C)(N)[C@H](O)C=O
charge	0